The following is a DFT calculation (ωB97M-V/def2-TZVPD) of 2 unconnected molecules or ions with the total composition C4H9O3 in a non-equilibrium geometry.

Its energy above the lowest of the compared OMol25 structures with the same formula, charge and spin is 20.2 kcal/mol. The HOMO-LUMO gap (alpha / beta) comes out at 8.61 / 9.25 eV. Its spin multiplicity is 4. The expectation value of S² is 3.7634. Its net charge is 0.

Cartesian coordinates (Å):
O  1.996  1.601  1.142
O  2.853  2.200  1.883
C  -0.824  1.008  -0.544
C  -0.265  -0.277  0.056
C  -0.646  -1.429  -0.836
C  1.192  -0.175  0.226
O  -0.815  -0.452  1.417
H  -0.477  1.223  -1.582
H  -1.928  0.899  -0.539
H  -0.554  1.876  0.088
H  -0.237  -1.302  -1.851
H  -0.212  -2.357  -0.442
H  -1.747  -1.501  -0.903
H  1.841  0.171  -0.590
H  1.587  -0.805  1.044
H  -1.764  -0.681  1.430

---

The following is a DFT calculation (ωB97M-V/def2-TZVPD) of 15 unconnected molecules or ions with the total composition C56H154Cl10N21O10P7 in a non-equilibrium geometry.

The HOMO-LUMO gap comes out at 8.67 eV. Its spin multiplicity is 1. Its net charge is 0.

Cartesian coordinates (Å):
C  19.199  21.105  18.409
C  17.981  20.593  19.091
O  16.891  20.432  18.544
C  18.086  20.266  20.561
H  20.060  20.848  18.946
H  19.154  22.219  18.440
H  19.287  20.898  17.321
H  17.760  19.247  20.661
H  17.435  20.994  21.169
H  19.101  20.342  20.944
C  8.151  24.614  18.421
C  9.672  24.293  18.359
O  10.134  23.556  19.208
C  10.530  24.867  17.255
H  7.695  23.782  17.835
H  7.871  25.554  17.896
H  7.807  24.644  19.450
H  11.314  25.502  17.612
H  9.911  25.386  16.523
H  11.006  24.028  16.708
C  13.406  19.952  17.376
C  12.839  21.113  18.093
O  11.973  21.765  17.536
C  13.194  21.433  19.563
H  13.409  18.966  17.807
H  14.467  20.245  17.297
H  13.088  19.880  16.295
H  12.591  22.292  19.852
H  14.308  21.582  19.573
H  12.980  20.543  20.231
O  19.170  19.672  13.490
P  18.233  18.517  13.281
N  16.733  18.751  14.036
C  16.195  20.053  13.599
C  16.865  18.704  15.522
N  18.894  17.197  13.944
C  20.248  17.198  14.513
C  18.357  15.875  13.523
N  17.776  18.269  11.727
C  18.697  18.591  10.665
C  16.467  17.689  11.418
H  16.935  20.861  13.785
H  15.319  20.241  14.285
H  15.832  20.139  12.536
H  17.608  19.366  15.983
H  17.080  17.587  15.794
H  15.922  19.049  15.952
H  20.487  18.173  15.029
H  20.298  16.407  15.342
H  21.006  16.954  13.731
H  18.672  15.067  14.231
H  17.316  15.984  13.500
H  18.641  15.618  12.536
H  18.248  19.323  9.985
H  19.593  19.055  11.088
H  18.881  17.722  10.062
H  15.660  18.464  11.387
H  16.194  16.900  12.143
H  16.492  17.299  10.380
O  13.428  25.722  15.269
P  14.791  26.162  14.739
N  15.508  27.413  15.626
C  16.075  27.209  16.969
C  14.644  28.632  15.479
N  14.748  26.810  13.237
C  16.022  27.268  12.712
C  13.898  26.348  12.181
N  15.918  24.965  14.761
C  17.377  25.005  14.831
C  15.496  23.696  14.231
H  15.330  27.361  17.773
H  16.897  27.881  17.164
H  16.443  26.168  17.080
H  14.439  28.880  14.462
H  15.290  29.473  15.795
H  13.758  28.579  16.092
H  15.797  27.790  11.815
H  16.561  28.011  13.315
H  16.703  26.473  12.308
H  14.122  25.332  11.852
H  12.887  26.399  12.430
H  14.026  27.029  11.358
H  17.863  24.601  13.958
H  17.828  25.964  14.877
H  17.707  24.443  15.672
H  15.641  23.622  13.183
H  14.402  23.609  14.531
H  16.152  22.978  14.709
O  16.688  20.271  23.966
P  16.106  18.909  24.002
N  17.271  17.666  24.155
C  18.509  17.814  23.401
C  17.572  17.139  25.500
N  15.435  18.571  22.537
C  15.446  17.290  21.869
C  14.747  19.563  21.725
N  15.042  18.790  25.224
C  15.041  19.700  26.367
C  14.038  17.628  25.098
H  18.869  16.742  23.208
H  19.234  18.427  23.943
H  18.322  18.375  22.491
H  16.679  17.221  26.080
H  18.411  17.680  25.975
H  17.883  16.093  25.373
H  14.499  17.004  21.467
H  16.091  17.478  20.974
H  15.814  16.436  22.419
H  13.789  19.069  21.431
H  14.754  20.499  22.235
H  15.241  19.665  20.715
H  15.022  20.784  26.073
H  14.067  19.522  26.833
H  15.808  19.559  27.142
H  13.434  17.533  25.986
H  14.665  16.777  24.919
H  13.361  17.727  24.204
O  15.455  14.538  20.612
P  16.543  14.201  19.605
N  16.365  15.143  18.243
C  16.903  14.818  16.961
C  15.552  16.306  18.279
N  16.484  12.665  19.079
C  17.547  11.708  19.208
C  15.159  12.043  18.992
N  18.124  14.403  20.159
C  18.592  15.724  20.055
C  18.387  13.872  21.525
H  17.689  15.556  16.619
H  16.101  14.832  16.284
H  17.419  13.863  16.919
H  14.943  16.306  19.225
H  14.762  16.225  17.517
H  16.065  17.270  18.221
H  17.354  11.063  20.103
H  17.430  11.025  18.348
H  18.526  12.272  19.184
H  14.948  11.414  19.858
H  14.368  12.752  19.052
H  15.114  11.361  18.079
H  18.221  16.328  20.929
H  19.724  15.733  20.015
H  18.277  16.244  19.169
H  18.140  12.856  21.500
H  17.803  14.403  22.286
H  19.412  13.972  21.966
O  10.986  28.265  24.317
P  11.902  27.523  23.489
N  11.117  26.186  23.050
C  9.712  25.977  23.109
C  11.806  25.098  22.417
N  13.315  27.270  24.312
C  14.627  27.162  23.737
C  13.185  27.016  25.740
N  12.461  28.084  22.010
C  11.583  27.989  20.842
C  12.953  29.433  22.158
H  9.190  26.823  23.565
H  9.445  25.041  23.624
H  9.317  25.801  22.126
H  12.918  25.272  22.469
H  11.464  24.891  21.388
H  11.617  24.177  22.980
H  15.044  26.177  23.903
H  14.586  27.307  22.648
H  15.373  27.807  24.225
H  13.624  27.859  26.257
H  12.068  26.943  26.025
H  13.701  26.072  25.959
H  11.398  26.955  20.530
H  10.629  28.472  21.008
H  12.075  28.390  19.950
H  13.407  29.790  21.233
H  13.642  29.532  22.993
H  12.176  30.168  22.354
O  15.272  14.993  13.352
P  13.908  14.519  13.598
N  13.456  15.346  14.955
C  13.832  16.771  15.007
C  12.394  14.948  15.899
N  13.725  12.889  13.856
C  14.331  12.326  15.038
C  13.399  11.816  13.019
N  12.875  14.827  12.303
C  11.531  14.424  12.274
C  13.523  15.164  11.024
H  12.970  17.426  14.773
H  14.672  16.982  14.336
H  14.286  17.086  15.959
H  12.007  13.945  15.537
H  11.583  15.656  15.910
H  12.859  14.862  16.872
H  14.697  12.970  15.755
H  13.551  11.731  15.494
H  15.102  11.597  14.696
H  12.924  12.120  12.071
H  14.255  11.190  12.731
H  12.716  11.117  13.548
H  11.131  14.244  13.245
H  10.846  15.169  11.874
H  11.487  13.563  11.684
H  13.244  16.128  10.612
H  13.266  14.481  10.256
H  14.582  15.246  11.314
O  12.149  18.083  22.492
P  10.753  18.632  22.614
N  9.888  18.855  21.210
C  8.979  17.781  20.714
C  10.206  19.922  20.214
N  10.877  20.183  23.227
C  12.127  20.558  23.830
C  9.698  20.965  23.547
N  9.834  17.729  23.752
C  10.186  16.346  24.022
C  8.420  17.924  24.044
H  8.930  17.074  21.527
H  9.406  17.269  19.802
H  8.074  18.288  20.388
H  9.274  20.162  19.684
H  11.002  19.597  19.562
H  10.410  20.861  20.702
H  12.884  19.887  23.433
H  12.330  21.547  23.513
H  12.193  20.575  24.929
H  8.887  20.821  22.835
H  9.257  20.783  24.520
H  9.927  22.053  23.423
H  10.170  16.240  25.099
H  9.511  15.625  23.564
H  11.167  16.175  23.621
H  8.284  18.805  24.706
H  7.934  17.032  24.478
H  7.829  18.242  23.143
C  12.340  15.091  21.222
Cl  11.771  15.212  19.491
Cl  11.742  13.629  21.917
H  13.429  14.974  21.053
H  12.135  15.998  21.788
C  16.388  23.147  23.876
Cl  14.824  23.467  24.633
Cl  16.266  23.576  22.131
H  17.183  23.752  24.293
H  16.604  22.087  24.037
C  14.041  24.667  18.016
Cl  14.366  25.334  19.597
Cl  15.377  23.486  17.713
H  13.105  24.145  18.013
H  14.081  25.395  17.216
C  9.466  20.155  16.402
Cl  8.822  18.479  16.164
Cl  8.079  21.256  16.519
H  9.987  20.173  17.349
H  10.194  20.403  15.612
C  12.000  21.497  14.088
Cl  11.633  19.753  13.891
Cl  10.577  22.480  13.795
H  12.265  21.669  15.161
H  12.803  21.909  13.433

---

The following is a DFT calculation (ωB97M-V/def2-TZVPD) of 26 unconnected molecules or ions with the total composition C9H68Br2NO25PS in a non-equilibrium geometry.

The HOMO-LUMO gap comes out at 7.74 eV. Its spin multiplicity is 1. Its net charge is 0.

Cartesian coordinates (Å):
C  -1.943  1.883  1.560
C  -1.616  2.778  0.374
C  -0.556  2.202  -0.519
N  -0.687  0.754  -0.750
P  -0.229  0.311  -2.356
C  1.571  0.593  -2.597
C  2.289  1.090  -1.356
C  3.776  0.723  -1.285
S  4.125  -0.090  0.295
C  -0.505  -1.483  -2.335
Br  -2.012  -2.048  -3.328
C  0.221  -2.349  -1.693
C  1.371  -1.991  -0.863
Br  -0.128  -4.207  -1.761
H  -2.215  0.909  1.206
H  -2.742  2.302  2.111
H  -1.069  1.817  2.178
H  -1.200  3.683  0.778
H  -2.517  3.060  -0.150
H  -0.462  2.766  -1.444
H  0.378  2.348  -0.009
H  -1.684  0.560  -0.718
H  1.719  1.244  -3.433
H  2.010  -0.352  -2.865
H  1.796  0.778  -0.459
H  2.238  2.162  -1.351
H  4.062  0.068  -2.086
H  4.342  1.628  -1.357
H  3.479  0.717  1.127
H  1.557  -2.713  -0.097
H  1.167  -1.052  -0.380
H  2.255  -1.887  -1.459
O  -4.248  -0.878  -1.049
H  -3.747  -1.314  -1.750
H  -4.744  -1.597  -0.628
O  -6.947  0.537  -0.697
H  -7.504  0.368  -1.468
H  -6.050  0.318  -1.000
O  -9.534  1.490  -2.128
H  -9.079  2.021  -1.463
H  -9.867  2.144  -2.747
O  -0.059  2.267  -5.101
H  -1.000  2.123  -4.947
H  0.001  2.518  -6.031
O  4.979  -3.502  -0.744
H  4.740  -2.746  -0.196
H  5.670  -3.171  -1.335
O  2.973  -0.534  3.625
H  3.228  0.265  4.099
H  3.165  -0.347  2.699
O  4.231  -2.596  5.633
H  5.183  -2.436  5.583
H  3.845  -2.051  4.938
O  -6.318  2.872  1.036
H  -6.320  2.074  0.489
H  -7.103  3.348  0.742
O  6.746  -3.883  -3.396
H  7.327  -4.177  -4.108
H  6.229  -4.665  -3.167
O  -3.478  1.474  4.066
H  -3.234  0.762  4.672
H  -4.437  1.424  3.992
O  7.535  -0.271  -0.353
H  6.580  -0.384  -0.278
H  7.673  0.041  -1.253
O  -1.980  -2.561  1.292
H  -1.538  -2.452  0.443
H  -1.258  -2.682  1.921
O  5.564  2.930  -2.452
H  5.838  3.736  -2.000
H  5.714  3.118  -3.385
O  -7.995  3.919  -2.043
H  -7.055  4.018  -2.233
H  -8.439  4.336  -2.789
O  0.855  -2.633  3.782
H  1.585  -3.257  3.865
H  1.166  -1.847  4.244
O  -11.167  3.571  -1.437
H  -11.684  2.759  -1.437
H  -11.500  4.075  -0.687
O  -3.805  3.532  -2.932
H  -3.050  2.932  -2.903
H  -3.463  4.358  -2.573
O  7.131  -2.839  6.285
H  7.854  -3.474  6.325
H  7.456  -2.062  6.760
O  -3.682  -0.038  6.496
H  -3.008  0.154  7.161
H  -4.515  0.167  6.932
O  7.029  -3.227  -6.236
H  6.786  -2.466  -5.697
H  7.718  -2.901  -6.824
O  -5.476  -3.455  -0.330
H  -5.927  -3.601  0.509
H  -4.823  -4.161  -0.380
O  -1.479  -1.595  5.898
H  -1.413  -2.272  5.216
H  -2.323  -1.150  5.737
O  3.698  -5.722  -2.026
H  3.999  -4.922  -1.565
H  3.819  -5.532  -2.961
O  6.936  0.012  6.982
H  5.979  -0.105  7.032
H  7.089  0.361  6.097
O  1.665  4.570  -4.497
H  1.162  3.751  -4.616
H  1.310  4.955  -3.690